# 1
Formula: C5H9NO
Source: OMol25
Level of theory: ωB97M-V with the def2-TZVPD basis set

Kohn-Sham gap: 10.636 eV
ΔE to the lowest compared entry with this formula, charge and spin: 3.778 eV
E: -8865.4344 eV
E_HOMO: -9.47 eV
SMILES: C[C@H]1N[C@H]1[C@H]1CO1

Structure (XYZ):
```
16
Properties=species:S:1:pos:R:3:forces:R:3
C 1.00439 1.32730 -1.06948 0.0588 0.0349 0.0265
C 0.49650 -0.05322 -1.39875 0.0221 0.1757 -0.1652
N 0.82759 -1.19129 -0.53840 0.1085 0.0204 0.1514
C -0.55462 -0.69866 -0.58303 -0.1321 0.3332 0.1684
C -1.08502 -0.03224 0.67657 1.4294 0.6430 0.5437
C -0.98205 -0.75960 1.93331 -0.0059 -0.3259 0.4639
O -0.10039 0.32168 1.75976 1.0400 -0.6906 0.0231
H 0.38052 2.09524 -1.54056 0.0929 -0.1071 0.0388
H 2.02619 1.44410 -1.44293 -0.0966 0.0427 0.0456
H 1.01181 1.50187 0.01039 0.0034 -0.0128 -0.1732
H 0.52524 -0.30480 -2.45858 -0.0421 0.0268 0.1513
H 1.25913 -0.83652 0.31700 -0.0253 -0.0119 -0.0994
H -1.22020 -1.40464 -1.09534 -0.0313 0.4115 0.4519
H -1.45102 0.97237 0.83334 -2.0033 -0.2738 -1.6559
H -1.75831 -0.72051 2.69124 0.1625 0.2190 0.1134
H -0.37976 -1.66108 1.90545 -0.5810 -0.4852 -0.0843
```
Positions in Å, forces in eV/Å.

Taken from the natural (NBO) analysis, the atomic charges in e are: number 1, C, carries -0.638; number 2, C, carries -0.066; number 3, N, carries -0.578; number 4, C, carries -0.128; number 5, C, carries -0.008; number 6, C, carries -0.108; number 7, O, carries -0.525; number 8, H, carries 0.215; number 9, H, carries 0.216; number 10, H, carries 0.227; number 11, H, carries 0.196; number 12, H, carries 0.358; number 13, H, carries 0.214; number 14, H, carries 0.246; number 15, H, carries 0.186; number 16, H, carries 0.193

# 2
Formula: C6H8N2O3
Source: OMol25
Level of theory: ωB97M-V with the def2-TZVPD basis set

Kohn-Sham gap: 9.568 eV
ΔE to the lowest compared entry with this formula, charge and spin: 2.188 eV
E: -15472.7475 eV
E_HOMO: -9.11 eV

Structure (XYZ):
```
19
Properties=species:S:1:pos:R:3:forces:R:3
C -1.22436 -1.49658 -0.18655 -2.4533 0.4481 0.6680
C -1.88423 -0.28034 -0.10826 0.0525 -0.1904 -1.2807
C 0.27945 -0.02636 0.16834 3.3079 1.3308 0.8694
C 2.98611 -0.29354 -0.09916 0.4854 -1.6570 -0.7462
C -3.29052 0.26784 -0.23027 3.0012 -0.1112 0.8529
C 2.03998 0.70228 0.52835 -3.1295 -0.4789 1.5840
N -0.87468 0.63660 0.02754 0.7155 -0.6609 0.4026
N 0.05073 -1.31102 0.11045 3.3067 0.5961 -0.4650
O 3.92266 0.05391 -0.80307 -1.3246 -0.3075 1.1969
O 2.64592 -1.58544 0.18366 -1.1978 2.0357 -0.7413
O 2.21239 2.01031 0.15193 -1.6817 -0.5225 2.5279
H -1.56690 -2.49720 -0.32025 -0.5981 -0.2479 -0.0713
H -3.11298 1.29728 0.16795 -1.5212 -0.9006 0.1400
H -3.55572 0.30982 -1.24022 -0.6392 0.2295 -1.5628
H -3.83162 -0.50464 0.25919 -1.4567 0.3568 0.8765
H 2.01678 0.66392 1.68863 0.1704 -0.1540 -2.0926
H -0.96993 1.59262 0.23267 -0.2396 1.2075 0.0243
H 1.54459 -1.59580 0.14346 1.8600 -0.8828 0.3561
H 2.61232 2.05634 -0.67441 1.3422 -0.0911 -2.5385
```
Positions in Å, forces in eV/Å.

Taken from the natural (NBO) analysis, the atomic charges in e are: number 1, C, carries -0.084; number 2, C, carries 0.119; number 3, C, carries 0.333; number 4, C, carries 0.728; number 5, C, carries -0.631; number 6, C, carries 0.050; number 7, N, carries -0.530; number 8, N, carries -0.545; number 9, O, carries -0.580; number 10, O, carries -0.720; number 11, O, carries -0.681; number 12, H, carries 0.217; number 13, H, carries 0.215; number 14, H, carries 0.225; number 15, H, carries 0.239; number 16, H, carries 0.226; number 17, H, carries 0.418; number 18, H, carries 0.506; number 19, H, carries 0.492

# 3
Formula: C2HClO3
Source: OMol25
Level of theory: ωB97M-V with the def2-TZVPD basis set

Kohn-Sham gap (spin up / spin down): 9.049 / 7.094 eV
ΔE to the lowest compared entry with this formula, charge and spin: 10.209 eV
E: -20745.3736 eV
E_HOMO (spin up / spin down): -9.39 / -8.35 eV

Structure (XYZ):
```
7
Properties=species:S:1:pos:R:3:forces:R:3
C 0.79763 0.13479 0.06912 0.4440 1.1809 0.6131
C -0.06322 0.96230 0.55684 -0.1629 -1.0511 -0.4696
O 0.62800 -0.97349 -0.70060 -0.0120 -0.9774 -1.0295
O -1.65261 -0.80433 -0.85718 1.3805 -0.7086 0.2520
O -0.67526 -1.61048 -0.61589 -1.3042 0.8962 0.0983
Cl -0.91263 2.01125 1.41319 -0.3192 0.6967 0.4590
H 1.87809 0.27996 0.13452 -0.0263 -0.0367 0.0767
```
Positions in Å, forces in eV/Å.

Taken from the natural (NBO) analysis, the atomic charges in e are: number 1, C, carries -0.024; number 2, C, carries -0.121; number 3, O, carries -0.250; number 4, O, carries -0.120; number 5, O, carries 0.115; number 6, Cl, carries 0.183; number 7, H, carries 0.216

# 4
Formula: C16H30N10O8
Source: OMol25
Level of theory: ωB97M-V with the def2-TZVPD basis set

Kohn-Sham gap: 10.905 eV
E: -48346.2626 eV
E_HOMO: -10.84 eV
SMILES: C[N+](=O)[O-].C[N+](=O)[O-].C[N+](=O)[O-].C[N+](=O)[O-].CC#N.CC#N.CC#N.CC#N.CC#N.CC#N

Structure (XYZ):
```
64
Properties=species:S:1:pos:R:3:forces:R:3
C -0.61738 3.94701 3.19984 -0.1030 0.6527 0.1440
N 0.84402 3.69046 3.34767 -1.8414 1.6928 -0.8201
O 1.22508 2.57530 3.29705 0.9214 -2.0679 0.3263
O 1.51601 4.68988 3.40519 1.1935 0.7591 0.5075
H -1.01572 3.08519 2.70429 -0.4017 -0.1810 -0.4174
H -0.74125 4.91975 2.69458 0.1044 -0.7597 -0.0418
H -1.04702 4.06360 4.18556 0.0492 -0.1716 0.3305
C 3.21627 -5.23163 -3.59526 0.0936 -0.2479 0.3022
N 2.86416 -4.18403 -2.63371 -1.8048 -0.0502 1.4152
O 3.64986 -3.31050 -2.37529 0.2736 0.1375 -0.2410
O 1.75045 -4.29727 -2.08511 1.2923 0.1691 -0.7204
H 2.94531 -4.90811 -4.56551 -0.1934 0.7211 -0.9911
H 2.58301 -6.06884 -3.37250 0.0965 -0.5005 0.2587
H 4.27869 -5.39893 -3.53374 0.1944 -0.1965 0.0583
C -5.32398 0.68070 -0.74616 -1.6128 -0.3020 0.9675
N -5.49893 2.13431 -0.53075 -0.0774 2.1164 1.1355
O -5.30991 2.88859 -1.47382 -0.0766 -0.6553 0.0503
O -5.79207 2.57113 0.59920 0.3413 -1.4006 -1.6265
H -4.65415 0.51615 -1.55461 0.5136 -0.0002 -0.5538
H -6.33758 0.25618 -0.96467 0.8832 0.4436 0.1346
H -4.97824 0.28664 0.20257 0.1088 -0.2026 -0.1425
C 0.56197 0.58296 -0.88714 0.4567 0.3442 -0.8908
N -0.11320 0.71913 0.41974 0.0146 0.0253 0.5569
O 0.22382 -0.09576 1.26657 -0.4538 0.1822 -0.1859
O -0.88853 1.63537 0.62365 0.0379 -0.2628 -0.2491
H 1.52761 0.24413 -0.60379 0.7973 -0.6555 0.0441
H 0.74281 1.55852 -1.35545 -0.7342 -0.1768 0.2066
H 0.07022 -0.13671 -1.57153 0.0453 0.6147 0.7708
C 4.78358 -0.05146 1.92405 1.4497 0.1775 1.6483
C 4.10385 1.05807 1.35155 -0.9717 0.5259 -0.0788
N 3.45583 1.94270 1.02289 -0.0116 0.3927 -0.4338
H 5.51830 0.36599 2.67569 -0.7370 -0.6336 -0.7104
H 5.32562 -0.61229 1.20116 0.4864 -0.3951 -0.6732
H 4.10213 -0.72283 2.42648 -0.2778 -0.0129 0.1649
C 0.82258 -5.99730 1.57351 -1.0004 0.8838 -0.1553
C -0.20427 -6.74626 2.29299 -1.1864 -0.8554 0.8119
N -1.03334 -7.31313 2.87357 1.1140 0.7141 -0.7740
H 1.07035 -5.13383 2.21719 -0.0071 -0.2320 -0.5061
H 0.34921 -5.62687 0.60705 1.0732 -0.5323 1.0642
H 1.70990 -6.61499 1.47914 0.0137 0.0527 -0.4717
C 2.94448 5.38579 0.60384 -2.1037 0.2367 0.9542
C 1.81779 4.78261 -0.18502 -0.5252 -0.0384 -0.6768
N 0.97380 4.36318 -0.87051 1.4163 0.6452 1.3470
H 2.76719 5.24358 1.70937 0.1361 0.0428 -1.2811
H 3.01022 6.46457 0.40294 -0.0695 -0.4037 -0.0802
H 3.83233 4.89392 0.32999 1.1694 -0.5877 -0.3333
C -0.75089 -2.46475 -3.33294 0.1632 0.8855 1.7855
C 0.38804 -2.67215 -4.22544 0.2298 0.4482 -0.2602
N 1.26079 -2.78952 -4.97222 -0.5566 -0.0899 0.5886
H -0.51003 -2.62141 -2.25307 0.4211 -0.3153 -0.8842
H -1.52895 -3.16600 -3.54260 -0.5829 -0.3183 -0.3829
H -1.15148 -1.42587 -3.27103 0.3216 -0.6294 -0.8785
C -2.06500 3.43716 -2.39629 0.0989 -0.5937 -0.6575
C -1.96392 1.97276 -2.60217 -0.1228 1.7103 0.7304
N -1.87132 0.83935 -2.68340 -0.0858 -1.0086 -0.3326
H -1.57197 3.74515 -1.47901 0.3206 -0.2032 -0.0375
H -3.11462 3.70184 -2.30405 -0.0980 0.0442 -0.2464
H -1.59213 3.91326 -3.27127 -0.2893 0.0473 0.4889
C -2.54928 -0.79009 3.51014 0.1238 -0.8571 0.4241
C -3.13309 -1.16969 2.22686 0.1294 0.7269 0.2088
N -3.61460 -1.43260 1.22051 -0.0157 -0.1713 -0.1339
H -1.65798 -0.16789 3.44420 0.0923 -0.3100 -0.3857
H -2.36499 -1.72917 4.04729 0.4405 0.2326 -0.1068
H -3.23946 -0.27507 4.15173 -0.6771 0.3940 -0.0641
```
Positions in Å, forces in eV/Å.

Taken from the natural (NBO) analysis, the atomic charges in e are: number 1, C, carries -0.495; number 2, N, carries 0.555; number 3, O, carries -0.345; number 4, O, carries -0.421; number 5, H, carries 0.246; number 6, H, carries 0.237; number 7, H, carries 0.227; number 8, C, carries -0.483; number 9, N, carries 0.539; number 10, O, carries -0.350; number 11, O, carries -0.425; number 12, H, carries 0.258; number 13, H, carries 0.234; number 14, H, carries 0.230; number 15, C, carries -0.482; number 16, N, carries 0.524; number 17, O, carries -0.391; number 18, O, carries -0.389; number 19, H, carries 0.242; number 20, H, carries 0.236; number 21, H, carries 0.258; number 22, C, carries -0.493; number 23, N, carries 0.544; number 24, O, carries -0.395; number 25, O, carries -0.389; number 26, H, carries 0.233; number 27, H, carries 0.248; number 28, H, carries 0.253; number 29, C, carries -0.727; number 30, C, carries 0.305; number 31, N, carries -0.350; number 32, H, carries 0.257; number 33, H, carries 0.255; number 34, H, carries 0.262; number 35, C, carries -0.725; number 36, C, carries 0.283; number 37, N, carries -0.336; number 38, H, carries 0.255; number 39, H, carries 0.270; number 40, H, carries 0.253; number 41, C, carries -0.725; number 42, C, carries 0.336; number 43, N, carries -0.403; number 44, H, carries 0.284; number 45, H, carries 0.247; number 46, H, carries 0.255; number 47, C, carries -0.760; number 48, C, carries 0.326; number 49, N, carries -0.384; number 50, H, carries 0.265; number 51, H, carries 0.255; number 52, H, carries 0.293; number 53, C, carries -0.732; number 54, C, carries 0.359; number 55, N, carries -0.430; number 56, H, carries 0.283; number 57, H, carries 0.269; number 58, H, carries 0.255; number 59, C, carries -0.731; number 60, C, carries 0.322; number 61, N, carries -0.372; number 62, H, carries 0.274; number 63, H, carries 0.255; number 64, H, carries 0.253